Computed, not measured: C18H23LiN5O3 as an isolated structure, with ωB97M-V with the def2-TZVPD basis set.

Geometry as ORCA input:
```
! wB97M-V def2-TZVPD RIJCOSX def2/J DEFGRID3
* xyz 1 1
C -0.663 0.246 -4.072
C -0.851 -1.095 -4.657
H -0.240 0.984 -4.794
H -1.719 0.410 -3.818
C -1.144 -2.104 -3.831
C -0.735 -1.937 -2.301
H 0.317 -2.226 -2.359
H -1.237 -2.674 -1.663
C -1.028 -1.199 -6.177
H -0.834 -0.231 -6.662
H -2.047 -1.474 -6.528
H -0.360 -1.910 -6.705
C -1.760 -3.336 -4.423
H -1.148 -3.836 -5.194
H -2.697 -3.050 -4.939
H -2.085 -4.101 -3.711
Li 1.426 0.585 1.792
O 0.461 0.349 -0.038
C -0.572 -0.255 -0.334
O -0.138 -0.036 2.604
C -1.225 -0.301 2.095
O -2.326 -0.506 2.786
N -1.528 -0.375 0.663
C -3.476 -0.795 1.848
C -2.889 -0.820 0.466
H -4.234 -0.005 1.985
H -3.937 -1.749 2.149
H -3.442 -0.137 -0.170
H -2.876 -1.826 0.047
C -0.924 -0.622 -1.777
C -0.261 0.379 -2.671
H -2.009 -0.531 -1.750
H 0.772 0.460 -2.420
H -0.662 1.335 -2.327
N 3.429 1.285 5.645
C 3.455 -0.021 6.099
C 3.090 -0.814 5.019
N 2.696 0.001 3.979
C 2.953 1.261 4.351
C 2.660 2.448 3.560
N 2.116 2.455 2.328
C 2.023 3.783 1.943
C 2.557 4.579 2.939
N 2.972 3.724 3.944
H 3.676 2.134 6.146
H 3.834 -0.262 7.073
H 2.913 -1.888 5.038
H 1.597 4.074 0.993
H 2.686 5.643 2.995
H 3.410 3.982 4.832
*
```

Computed properties:
- ΔE to the lowest compared entry with this formula, charge and spin: 0.000 eV
- HOMO-LUMO gap: 8.46 eV
- HOMO energy: -10.54 eV
- Molar mass: 364.35 Da